No. 1
This record from the Open Molecules 2025 dataset describes a 2-piece molecular cluster, C3H8N2OS overall in a non-equilibrium geometry. The level of theory is wB97M-V/def2-TZVPD.

Properties
- Total charge: 0
- Orbital gap: 8.87 eV
- Energy above the lowest of the compared OMol25 structures with the same formula, charge and spin: 101.3 kcal per mole

Geometry (Å):
C -2.279729 0.560573 -0.424825
C 1.498950 0.093057 -0.955482
C 1.031516 0.599789 0.422039
N -2.105794 1.764731 -0.243971
N 0.011062 -0.299314 1.046931
O -2.741136 -0.488423 -0.630940
S -0.111372 -1.758298 0.434212
H 0.513676 -0.084104 -1.473871
H 2.195843 0.877850 -1.446366
H 1.959388 -0.891788 -0.784477
H 1.926022 0.846663 1.183231
H 0.509539 1.507360 0.393287
H -1.446045 -2.044188 1.037987
H -1.233245 2.114471 0.013754
H 0.271320 -2.798376 1.428486

Atoms 1-6, force components in eV/Å:
C -0.74 1.53 0.39
C -0.34 1.42 0.41
C 1.74 -1.65 1.83
N -1.28 -1.89 -0.81
N 0.86 0.22 -0.43
O 0.40 -0.17 -0.07

***

No. 2
This record from the Open Molecules 2025 dataset describes a 2-piece molecular cluster, C44H51BF5N4O6S overall in a non-equilibrium geometry. The level of theory is wB97M-V/def2-TZVPD.

Properties
- Total charge: +1
- Orbital gap: 7.64 eV

Geometry (Å):
C 2.008159 -2.488427 2.763621
C 0.726302 -3.228659 2.343205
O -0.020073 -2.554571 1.332706
B -0.605647 -1.384817 1.692250
O -0.660506 -1.052627 3.031370
C -1.238758 -0.377458 0.634325
C -0.490920 0.199333 -0.404910
C 0.978948 -0.091233 -0.635246
F 1.272911 -1.411899 -0.587720
F 1.284214 0.289145 -1.924272
C 1.925262 0.694697 0.252771
C 1.502136 1.576749 1.238573
C 2.462740 2.267362 1.971172
C 3.817255 2.090790 1.719936
C 4.240525 1.192921 0.748032
C 5.679522 0.931651 0.426756
F 5.919826 -0.383899 0.256296
F 5.994439 1.507520 -0.751460
F 6.525842 1.410752 1.325329
C 3.282421 0.507662 0.014068
C -1.106198 1.109427 -1.250938
C -2.442850 1.441942 -1.094413
C -3.192586 0.843813 -0.087153
C -2.603221 -0.072460 0.790544
N -3.373990 -0.705244 1.781632
C -3.931792 -0.024715 2.706646
C -5.243734 -0.517061 3.238362
C -3.325632 1.193345 3.341781
S -4.908757 1.323376 0.034277
C -4.733931 3.060020 -0.348160
C -3.777581 3.390093 -1.309681
C -3.556997 4.724040 -1.628235
C -4.318986 5.708686 -1.015109
C -5.286313 5.368135 -0.080568
O -6.050925 6.319055 0.575933
N -6.165827 7.534620 -0.143893
O -6.609477 8.361835 0.537210
C -5.510417 4.035920 0.277784
C -6.527828 3.718342 1.314049
C -6.098311 3.297139 2.567407
C -6.986062 3.025757 3.598865
C -8.352028 3.166082 3.376972
C -8.785719 3.574874 2.124880
C -7.894577 3.862265 1.101084
N -3.006169 2.397675 -1.994980
C -3.818115 1.702307 -3.048792
C -3.656413 2.440111 -4.386457
O -2.274864 2.819112 -4.519560
C -2.076508 3.917125 -5.260835
C -0.820049 4.660756 -4.923015
O -2.811377 4.273220 -6.133495
H 2.226744 -1.696190 2.044089
H 1.870547 -2.011270 3.729266
H 2.885773 -3.130824 2.751157
H 1.033199 -4.181785 1.912166
H 0.100392 -3.478986 3.196152
H -0.749926 -0.099274 3.114306
H 0.448787 1.730588 1.420119
H 2.192270 2.981443 2.735010
H 4.563353 2.644930 2.271346
H 3.582099 -0.177329 -0.768525
H -0.582725 1.608437 -2.051808
H -5.100644 -1.095168 4.154795
H -5.689896 -1.192557 2.515633
H -5.937347 0.304306 3.398657
H -2.856167 1.865605 2.621222
H -4.052099 1.759616 3.914842
H -2.533759 0.834665 4.001778
H -2.802595 5.017585 -2.342150
H -4.147452 6.738332 -1.284892
H -5.039821 3.182199 2.754852
H -6.607628 2.724436 4.565445
H -9.046534 2.965856 4.178124
H -9.849440 3.670339 1.951425
H -8.259375 4.202713 0.142102
H -3.431060 0.690922 -3.127627
H -4.863372 1.743374 -2.748816
H -3.958283 1.793920 -5.205932
H -4.243814 3.353979 -4.346509
H -0.344091 4.984012 -5.842885
H -0.124825 4.048531 -4.353467
H -1.048220 5.540238 -4.324723
C 8.279898 -6.335369 -0.246279
C 8.205450 -5.131442 -1.184478
C 7.119575 -4.104282 -0.899735
N 5.672619 -4.520481 -1.129010
C 4.911303 -3.246858 -1.442552
C 3.411460 -3.450529 -1.536076
C 2.855311 -4.098924 -0.274930
C 3.616319 -5.374248 0.066121
C 5.113919 -5.127945 0.137848
C 5.563800 -5.463264 -2.276198
H 7.409939 -6.988326 -0.324498
H 9.147690 -6.942719 -0.498980
H 8.385505 -6.020629 0.792918
H 8.155593 -5.468859 -2.220489
H 9.151169 -4.591105 -1.106796
H 7.286532 -3.251263 -1.557259
H 7.181943 -3.743422 0.126064
H 5.148344 -2.543657 -0.641970
H 5.312858 -2.863033 -2.379542
H 2.939425 -2.480996 -1.690496
H 3.152807 -4.046150 -2.414940
H 1.796549 -4.318234 -0.409150
H 2.925875 -3.398183 0.558312
H 3.389794 -6.159888 -0.659212
H 3.280478 -5.754500 1.032216
H 5.651118 -6.054672 0.320991
H 5.336700 -4.427148 0.942719
H 6.051644 -6.398014 -2.018241
H 6.035398 -5.005474 -3.141981
H 4.519535 -5.657616 -2.488475

Atoms 1-6, force components in eV/Å:
C -0.50 0.44 -0.22
C 0.68 -0.72 -0.11
O -0.05 0.11 0.43
B -0.46 0.29 -0.02
O 0.55 0.08 -0.17
C 0.62 -0.74 0.05

***

No. 3
This record from the Open Molecules 2025 dataset describes a 7-piece molecular cluster, C48H94N4O13 overall in a non-equilibrium geometry. The level of theory is wB97M-V/def2-TZVPD.

Properties
- Total charge: -1
- Spin multiplicity: 2
- Expectation value of S²: 0.75
- Orbital gap (alpha / beta): 1.55 / 7.66 eV

Geometry (Å):
C -0.644518 6.351322 -1.609207
C -0.799488 5.080302 -0.620207
C -0.450688 5.159492 0.838623
O -1.626678 4.540412 1.450943
C -2.587018 4.315752 0.629073
O -3.666078 3.855352 1.022903
O -2.177678 4.743962 -0.610287
H -1.447308 7.069582 -1.442677
H -0.832648 6.051262 -2.640077
H 0.282992 6.920752 -1.668907
H -0.210828 4.241752 -0.992247
H -0.192988 6.204632 1.009993
H 0.529102 4.726552 1.040333
C -2.576838 -1.473028 0.211803
C -2.244008 0.033222 0.464043
C -2.577768 0.483802 1.807023
O -1.501278 1.206702 2.254893
C -0.497248 1.051012 1.385913
O 0.620882 1.650842 1.536453
O -0.874408 0.159352 0.428723
H -3.049098 -1.481568 -0.770537
H -3.247838 -1.819308 0.997903
H -1.599578 -1.940998 0.093213
H -2.731778 0.761172 -0.184247
H -2.733688 -0.292888 2.555713
H -3.445088 1.140912 1.870683
C 4.741772 0.626142 0.123623
C 3.903352 1.876512 -0.289177
C 3.443342 2.855022 0.838963
O 4.340252 4.028942 0.637343
C 4.982422 3.860612 -0.442247
O 5.754992 4.737742 -0.942217
O 4.747222 2.714992 -0.997137
H 4.313392 -0.162248 -0.495287
H 4.474842 0.287412 1.124673
H 5.798802 0.770972 -0.099607
H 3.111102 1.650322 -1.002817
H 3.613022 2.365922 1.798183
H 2.420632 3.176272 0.641573
C 0.729712 -0.747938 -7.243017
C 0.695152 -2.087088 -6.382927
C 2.057812 -2.152238 -5.728517
C 2.125882 -3.007718 -4.536597
C 1.058992 -2.786458 -3.528237
C -0.367428 -2.768498 -4.121147
N -0.380618 -1.935848 -5.369837
O -1.648008 -1.874388 -5.851977
C -0.853008 -4.276018 -4.402227
C -1.295378 -2.248178 -2.938587
C 0.447962 -3.233158 -7.407767
H 1.568442 -0.500668 -7.893767
H 0.745972 0.015782 -6.465477
H -0.213578 -0.410598 -7.672567
H 2.819892 -2.622328 -6.350087
H 2.588662 -1.215238 -5.560187
H 3.010702 -2.816158 -3.929567
H 2.250622 -4.068228 -4.755387
H 1.316602 -1.786638 -3.178827
H 1.068102 -3.494348 -2.699447
H -0.234118 -4.858578 -5.084647
H -0.912158 -4.706018 -3.402367
H -1.865688 -4.427268 -4.775987
H -1.401228 -3.066668 -2.226557
H -0.872228 -1.408438 -2.387327
H -2.340338 -2.073638 -3.194917
H -0.585408 -3.179988 -7.750437
H 0.685932 -4.229058 -7.034047
H 0.966752 -3.141818 -8.362037
H -2.193868 -1.469068 -5.174217
C 1.945672 1.727032 4.783043
C 2.876822 2.612462 5.550043
C 3.778792 1.672352 6.465873
C 5.133862 2.311182 7.088243
C 5.727992 3.225832 6.045373
C 4.809492 4.177492 5.187233
N 3.636442 3.454422 4.650333
O 2.755092 4.290242 3.902733
C 4.474552 5.376902 6.028633
C 5.748562 4.457402 4.005443
C 1.969202 3.442632 6.583203
H 2.444402 1.054752 4.084903
H 1.225322 2.298372 4.197583
H 1.533952 0.959972 5.438933
H 3.308972 1.182462 7.318733
H 3.990402 0.814902 5.827053
H 5.841392 1.539852 7.392463
H 4.748322 2.940872 7.890083
H 6.143442 2.474082 5.374273
H 6.540562 3.837732 6.437043
H 5.251322 6.111942 5.817823
H 3.540702 5.915502 5.867583
H 4.324632 5.201012 7.093853
H 5.228132 4.988982 3.208773
H 6.622002 5.067072 4.236743
H 5.981652 3.563342 3.427143
H 1.110172 2.852192 6.901873
H 1.592692 4.383882 6.182723
H 2.591122 3.692432 7.442803
H 2.364852 4.817972 4.603313
C 3.286312 -4.628698 3.827933
C 3.684662 -4.864898 2.336593
C 2.798992 -6.025718 1.706823
C 1.577042 -5.741318 0.832323
C 1.633872 -4.503158 -0.057817
C 2.237962 -3.341608 0.860933
N 3.550182 -3.738908 1.422483
O 4.357342 -2.689208 1.839743
C 2.562372 -2.231468 -0.195727
C 1.239362 -2.882118 1.989503
C 5.110472 -5.360818 2.104493
H 4.034332 -4.036128 4.354643
H 2.319052 -4.134458 3.918723
H 3.314402 -5.662888 4.171083
H 3.389232 -6.816988 1.244653
H 2.315482 -6.588758 2.505133
H 1.461252 -6.606008 0.178863
H 0.738192 -5.657578 1.523273
H 0.621622 -4.373238 -0.440667
H 2.314972 -4.747848 -0.872877
H 2.831272 -1.358838 0.399523
H 1.667382 -1.954588 -0.752887
H 3.374862 -2.418928 -0.897737
H 0.955662 -3.694598 2.658443
H 0.388992 -2.232358 1.782693
H 1.781812 -2.310818 2.742823
H 5.947202 -4.672848 2.225713
H 5.347102 -6.275068 2.648783
H 5.126162 -5.687858 1.064833
H 5.036102 -2.701338 1.160973
C -9.281028 1.299712 -3.280197
C -8.332098 0.105402 -3.348887
C -7.037988 0.542612 -4.041707
C -6.094418 1.308272 -3.106977
C -5.697618 0.372042 -1.934957
C -6.961958 -0.105048 -1.121397
N -8.065178 -0.509698 -2.014107
O -9.287348 -1.023328 -1.437397
C -6.510348 -1.367678 -0.311257
C -7.384628 1.059552 -0.180397
C -8.914958 -0.835488 -4.456517
H -9.829138 1.625552 -4.164217
H -8.800058 2.213332 -2.930827
H -10.080508 1.010862 -2.597927
H -6.525638 -0.393458 -4.263887
H -7.306368 1.182262 -4.882497
H -6.641018 2.196002 -2.788727
H -5.193398 1.695742 -3.582517
H -5.116338 1.040822 -1.300177
H -5.108098 -0.508018 -2.191977
H -5.557028 -1.305128 0.213493
H -7.272718 -1.713678 0.386733
H -6.327078 -2.178998 -1.015717
H -8.239788 0.925022 0.481943
H -6.445948 1.233292 0.345713
H -7.593398 1.956472 -0.763537
H -8.108408 -1.546648 -4.634907
H -9.091398 -0.268158 -5.370357
H -9.891158 -1.196828 -4.133137
H -9.886848 -0.273528 -1.437757

Atoms 1-6, force components in eV/Å:
C -0.75 -0.92 0.53
C 0.75 0.83 -1.90
C 0.22 0.97 -0.77
O 3.64 1.07 2.76
C -2.49 -0.32 -0.61
O 2.47 1.04 -2.08